Molecular formula: C7H28N10O7
Method: DFT, ωB97M-V/def2-TZVPD

The geometry in XYZ format:
```
52
Properties=species:S:1:pos:R:3:forces:R:3:lowdin_charge:R:1
N 31.62236 -6.35115 2.22303 2.99 -0.14 2.74 0.15
C 30.75953 -6.10037 1.27385 -0.78 -1.45 -0.69 -0.81
N 30.92094 -4.94066 0.67888 0.18 2.87 -1.59 0.16
O 29.93067 -6.90806 0.97023 -2.31 -1.28 -0.76 0.05
H 31.65586 -7.28279 2.61165 -0.01 0.25 -0.23 0.12
H 32.47738 -5.81693 2.16260 0.05 -0.42 0.59 0.10
H 31.77258 -4.41565 0.81732 -0.45 0.09 -0.23 0.10
H 30.34199 -4.76384 -0.12961 0.30 0.05 0.18 0.12
N 31.80824 -11.56612 -0.52264 4.35 2.33 3.37 0.16
C 30.92329 -11.72043 -1.43064 -0.29 -1.19 -4.40 -0.78
N 30.02732 -12.53452 -0.91825 -4.21 -2.20 0.65 0.14
O 31.02189 -11.45624 -2.62555 -0.14 0.58 0.25 0.02
H 31.55159 -11.92271 0.38679 1.08 0.44 -0.03 0.11
H 32.63043 -11.00721 -0.70074 -0.29 -0.02 0.38 0.13
H 29.83629 -12.46342 0.07096 -0.42 -0.43 -0.41 0.10
H 29.41664 -13.06810 -1.52029 -0.09 0.50 0.26 0.12
N 41.01263 -9.56091 1.90858 2.24 2.44 4.38 0.17
C 40.63735 -10.05717 0.79605 2.00 -1.27 -2.64 -0.85
N 39.38870 -10.35545 0.78491 -5.68 -0.99 -0.81 0.16
O 41.41329 -10.32201 -0.09080 1.10 -0.36 -1.62 0.04
H 42.01642 -9.46766 1.97040 -0.34 0.41 0.66 0.13
H 40.33215 -9.30443 2.60948 0.86 -0.01 0.17 0.12
H 38.97822 -10.64921 -0.08991 0.06 0.13 0.20 0.13
H 38.79414 -9.86076 1.43443 -0.24 -0.37 -0.34 0.11
N 24.52455 -12.99575 1.80719 -4.29 -4.22 -0.19 0.16
C 25.54131 -12.25292 2.09402 1.28 2.25 -0.39 -0.82
N 25.37502 -11.07991 1.51218 -0.49 3.25 -1.35 0.15
O 26.53523 -12.45694 2.70669 2.62 -2.02 2.06 0.06
H 23.65281 -12.53171 1.59546 0.22 -0.24 -0.08 0.11
H 24.37927 -13.92825 2.16697 0.44 0.27 0.21 0.12
H 24.54574 -10.96986 0.94624 0.72 0.63 -0.21 0.10
H 26.18484 -10.48274 1.42460 -0.45 0.06 -0.01 0.12
N 26.57009 -16.00673 7.25825 -3.37 -4.59 -1.88 0.15
C 27.26122 -15.09773 7.86821 -0.33 0.61 -2.21 -0.88
N 27.68792 -14.20407 7.03441 1.99 3.50 -3.28 0.17
O 27.39052 -15.08619 9.01373 1.11 0.27 7.07 0.10
H 25.92643 -16.50796 7.85371 0.28 -0.20 -0.29 0.12
H 26.46109 -16.12000 6.26056 0.06 0.20 0.38 0.11
H 28.16904 -13.36457 7.32399 -0.17 -0.38 0.00 0.12
H 27.31130 -14.26224 6.09907 0.42 0.63 0.16 0.11
C 37.86190 -9.62478 9.13709 -0.83 0.60 -0.60 -0.14
O 36.71593 -9.90158 8.27577 0.90 -0.67 0.56 -0.14
H 38.76028 -10.15556 8.82198 -0.25 0.03 -0.57 0.07
H 38.00972 -8.54700 9.06908 0.52 -0.05 0.34 0.07
H 37.73048 -9.92221 10.17746 -0.56 0.06 0.02 0.07
H 36.18085 -9.11145 8.17090 0.21 0.04 0.24 0.06
C 33.30731 -11.35275 4.45308 0.83 -0.59 0.27 -0.18
O 32.05859 -11.71250 3.88729 0.33 0.60 -0.66 -0.12
H 34.02134 -10.87239 3.78410 -0.91 0.51 -0.82 0.07
H 33.24203 -10.69602 5.32057 -0.21 -0.20 0.18 0.08
H 33.92017 -12.23180 4.65247 -0.31 -0.37 0.76 0.07
H 31.49678 -12.16247 4.52250 0.28 0.04 0.22 0.08
```
Positions in Å, forces in eV/Å.

Computed properties:
- HOMO energy: -9.442 eV
- SMILES: NC(N)=O.NC(N)=O.NC(N)=O.NC(N)=O.NC(N)=O.CO.CO
- Relative energy (zero: lowest compared OMol25 entry of this formula, charge and spin): 459.64 kJ/mol
- E_LUMO: 0.00527 Ha
- Total energy: -1357.7708 Ha